{"formula": "C2H7N3O", "method": "the ωB97M-V functional and the def2-TZVPD basis", "symbols": ["H", "N", "C", "N", "C", "N", "O", "H", "H", "H", "H", "H", "H"], "positions_angstrom": [[-1.4603, -1.8062, -0.6471], [-1.7630, -0.8880, -0.3358], [-0.8379, -0.1465, 0.1040], [-1.1242, 1.0652, 0.6648], [0.6591, -0.4630, 0.0819], [1.2129, 0.2914, -1.0293], [1.3219, -0.0741, 1.2544], [-0.4147, 1.7698, 0.5403], [-2.0761, 1.3737, 0.5306], [0.7991, -1.5597, -0.0299], [2.2196, 0.1379, -1.0862], [0.7758, -0.0036, -1.9148], [0.6879, 0.3030, 1.8671]], "atomic_forces_ev_per_a": [[0.3, 0.1, 0.1], [-0.5, -0.2, -0.1], [0.3, -0.5, -0.1], [0.0, 0.4, 0.2], [-0.2, -0.5, -0.3], [0.1, 0.0, -0.6], [0.2, -0.1, 0.0], [0.0, 0.1, -0.1], [0.1, 0.0, 0.0], [-0.2, 0.4, 0.0], [-0.3, 0.0, 0.0], [0.4, 0.2, 0.6], [-0.2, 0.1, 0.1]], "smiles": "[H]/N=C(/N)[C@@H](N)O", "gap_ev": 10.47, "charge": 0, "e_above_lowest_kcal_mol": 23.2, "multiplicity": 1, "homo_ev": -9.58}


{"formula": "C34H31BrF33N5O8S", "method": "the ωB97M-V functional and the def2-TZVPD basis", "symbols": ["C", "C", "C", "C", "C", "C", "C", "O", "N", "C", "S", "O", "O", "C", "F", "F", "C", "F", "F", "C", "F", "F", "C", "F", "F", "F", "N", "C", "N", "C", "O", "O", "C", "C", "C", "N", "C", "C", "N", "Br", "H", "H", "H", "H", "H", "H", "H", "H", "H", "H", "H", "H", "H", "H", "H", "H", "H", "H", "H", "C", "C", "C", "F", "F", "F", "F", "O", "C", "C", "F", "F", "F", "F", "H", "H", "H", "H", "C", "C", "C", "F", "F", "F", "F", "O", "C", "C", "F", "F", "F", "F", "H", "H", "H", "H", "C", "C", "C", "F", "F", "F", "F", "O", "C", "C", "F", "F", "F", "F", "H", "H", "H", "H"], "positions_angstrom": [[2.3862, 0.3331, -6.6006], [0.7966, 0.2135, -6.4353], [0.2770, 1.7157, -6.3456], [0.4401, -0.5924, -5.0905], [-0.2780, -1.9709, -5.3762], [-1.8341, -1.6568, -5.5078], [-0.0470, -3.0869, -4.2772], [0.7758, -2.6654, -3.1487], [1.7957, -3.5173, -2.8950], [1.6611, -4.2462, -1.7343], [0.2732, -4.2209, -0.5467], [-0.8948, -4.8281, -1.1641], [0.6744, -5.0670, 0.5690], [-0.0334, -2.5320, 0.1725], [-0.0287, -2.5428, 1.5441], [1.0495, -1.7331, -0.1956], [-1.3285, -1.7938, -0.3550], [-1.3202, -1.5485, -1.7020], [-1.3287, -0.5393, 0.2623], [-2.7082, -2.5067, -0.0030], [-2.5965, -3.5122, 0.9166], [-3.1988, -3.0100, -1.2002], [-3.8348, -1.4920, 0.4933], [-3.6394, -1.0614, 1.7706], [-4.0491, -0.4773, -0.3936], [-5.0119, -2.2170, 0.5172], [2.8275, -4.9931, -1.6673], [3.5936, -4.6859, -2.7955], [4.7600, -5.2116, -3.0735], [5.6058, -4.9640, -4.2719], [5.4773, -5.7430, -5.2229], [6.3865, -3.9513, -4.3115], [5.2989, -6.1536, -2.0935], [5.5294, -7.5854, -2.4168], [6.0884, -8.3847, -1.3305], [6.4003, -8.0411, -0.0558], [6.1969, -6.7332, 0.2595], [5.6789, -5.7993, -0.7343], [2.9371, -3.7331, -3.5888], [3.3284, -2.8325, -5.1436], [2.9125, 0.3236, -5.6020], [2.8175, -0.5191, -7.2007], [2.6391, 1.3352, -7.0543], [0.3604, -0.2739, -7.3448], [0.2784, 2.2098, -7.3533], [0.9712, 2.3312, -5.6959], [-0.7360, 1.7851, -5.8490], [1.4033, -0.6723, -4.5272], [-0.3181, 0.0583, -4.5613], [0.0513, -2.3919, -6.3631], [-2.2115, -1.0403, -4.6392], [-2.0494, -1.0412, -6.4310], [-2.4590, -2.5927, -5.5389], [-1.0525, -3.4085, -3.8693], [0.3706, -4.0090, -4.7795], [5.2880, -8.0070, -3.4269], [6.2914, -9.4590, -1.5961], [6.4219, -6.3377, 1.2832], [5.5625, -4.7266, -0.4245], [-2.1903, 0.7000, 3.8835], [-1.3043, 1.7698, 3.2272], [0.1910, 1.4565, 3.1866], [0.7088, 1.3008, 4.4192], [0.8737, 2.4751, 2.6082], [-1.5335, 2.9627, 3.8223], [-1.7330, 1.9104, 1.9367], [-2.5328, 0.9103, 5.2533], [-1.5883, 0.4999, 6.2048], [-0.9903, 1.6755, 6.9883], [-0.4156, 2.5900, 6.1686], [-0.0291, 1.2421, 7.8346], [-0.6506, -0.2637, 5.6120], [-2.2420, -0.3146, 7.0611], [-3.1474, 0.7327, 3.3605], [-1.8186, -0.3125, 3.7102], [0.3914, 0.5517, 2.6049], [-1.7602, 2.1874, 7.5699], [2.6230, 4.0925, 5.2637], [3.5004, 5.1730, 4.6027], [5.0058, 4.8928, 4.5482], [5.5544, 4.7507, 5.7683], [5.6486, 5.9303, 3.9550], [3.2527, 6.3641, 5.1961], [3.0652, 5.2998, 3.3147], [2.2668, 4.3033, 6.6438], [3.2095, 3.9017, 7.5987], [3.7913, 5.0804, 8.3880], [4.3659, 5.9905, 7.5770], [4.7500, 4.6513, 9.2434], [4.1571, 3.1436, 7.0134], [2.5542, 3.0820, 8.4516], [1.6664, 4.1135, 4.7380], [3.0046, 3.0837, 5.0931], [5.2143, 3.9919, 3.9639], [3.0098, 5.5843, 8.9614], [-5.8542, 2.4102, -1.0567], [-5.3218, 3.5036, -1.9996], [-5.1586, 4.9001, -1.3951], [-6.3217, 5.4079, -0.9457], [-4.6978, 5.7610, -2.3366], [-6.0958, 3.5439, -3.1088], [-4.0875, 3.0958, -2.4198], [-7.2515, 2.1195, -1.1162], [-8.1207, 2.9302, -0.3785], [-9.0657, 3.7444, -1.2676], [-8.3854, 4.5212, -2.1351], [-9.8326, 4.5678, -0.5148], [-7.4145, 3.6970, 0.4750], [-8.8535, 2.0938, 0.3902], [-5.3811, 1.4803, -1.3768], [-5.5164, 2.5499, -0.0268], [-4.4388, 4.8882, -0.5713], [-9.7195, 3.0849, -1.8430]], "atomic_forces_ev_per_a": [[-0.2, -0.1, 0.1], [0.8, 0.9, 0.6], [0.1, -0.1, 0.5], [-0.3, 0.5, -1.1], [-0.6, 0.6, 0.3], [0.0, 0.0, 0.0], [-1.5, -0.8, -1.4], [0.6, 0.5, -1.4], [-3.9, 0.0, 3.2], [5.3, 0.0, -3.4], [-1.1, -6.0, 1.9], [0.9, 2.5, -0.8], [0.8, 2.3, -1.1], [1.4, 2.7, 0.3], [-0.4, -0.6, -2.2], [-1.3, -1.1, 0.2], [-0.8, 1.2, 0.1], [0.5, -0.6, 1.7], [0.2, -1.7, -0.5], [-0.9, -0.2, -1.0], [0.1, 1.3, -1.1], [0.6, 0.4, 1.8], [-1.9, -0.9, 0.2], [0.1, -0.1, -1.9], [0.8, -1.0, 1.5], [1.6, 0.9, 0.0], [-1.7, 1.3, -0.2], [-0.9, 0.3, 0.4], [0.1, -1.0, 2.3], [3.4, 2.6, -4.3], [-1.2, -0.7, 1.5], [-2.4, -1.7, 2.1], [1.5, -3.3, 1.9], [0.1, 2.1, 1.9], [-0.4, -0.3, -1.5], [-0.6, 1.6, -1.0], [-0.8, 0.5, -2.3], [-0.2, 0.3, -0.3], [0.3, -1.0, 1.2], [0.0, -0.2, 0.3], [-0.7, 0.0, -0.9], [-0.4, 1.0, 0.4], [-0.1, -1.3, 0.1], [0.3, 0.3, 0.8], [-0.2, -0.5, 0.9], [-0.7, -0.8, -0.6], [0.9, -0.1, -0.8], [-1.2, -0.1, -0.2], [1.1, -0.8, -0.1], [-0.1, 0.4, 0.9], [0.6, -0.7, -0.7], [0.3, -0.8, 0.9], [0.6, 0.8, -0.1], [1.2, 0.4, -0.1], [-0.1, 1.0, 0.8], [0.4, 0.5, 1.2], [-0.2, 1.2, 0.4], [-0.2, -0.7, -1.1], [0.1, -1.2, -0.3], [-0.8, -0.4, -0.1], [-0.6, 0.4, 0.5], [0.6, 0.0, -0.4], [0.1, 0.1, -0.3], [-0.2, 0.1, -0.1], [0.2, -0.1, -0.1], [0.3, -0.3, -0.1], [1.2, 0.1, 0.2], [-0.9, -0.7, -0.9], [0.3, 0.7, 0.4], [-0.3, -0.2, 0.2], [-0.2, -0.3, -0.2], [0.1, 0.0, 0.5], [0.1, 0.4, 0.2], [0.1, 0.3, 0.1], [0.2, 0.2, 0.1], [-0.2, 0.0, 0.0], [-0.1, -0.2, -0.1], [-0.8, -0.3, 0.0], [-0.6, 0.4, 0.6], [0.6, 0.1, -0.4], [0.0, 0.0, -0.1], [-0.3, 0.0, -0.1], [0.2, -0.1, -0.1], [0.3, -0.3, -0.1], [1.4, 0.1, -0.1], [-1.0, -0.8, -1.1], [0.2, 0.5, 0.4], [-0.2, -0.1, 0.0], [-0.2, -0.3, -0.1], [0.2, 0.1, 0.5], [0.1, 0.4, 0.3], [0.1, 0.3, 0.1], [0.2, 0.2, 0.1], [-0.2, 0.0, 0.0], [-0.1, -0.2, 0.0], [0.1, -0.8, 0.3], [-0.6, -0.4, -0.4], [0.4, 0.7, 0.0], [0.1, -0.1, -0.1], [0.1, -0.3, -0.1], [0.1, 0.2, 0.1], [0.1, 0.2, 0.4], [-0.2, 1.1, 0.0], [1.1, -1.0, 0.4], [-0.5, 0.3, -0.5], [0.0, -0.2, 0.1], [0.1, -0.2, 0.2], [-0.5, 0.2, 0.0], [-0.3, 0.2, -0.3], [-0.1, 0.1, -0.2], [-0.1, 0.3, -0.1], [0.0, -0.2, 0.0], [0.1, -0.2, 0.1]], "gap_ev": 6.31, "charge": 0, "e_above_lowest_kcal_mol": 79.8, "multiplicity": 1, "homo_ev": -8.57}


{"formula": "C3H2FO3", "method": "the ωB97M-V functional and the def2-TZVPD basis", "symbols": ["C", "C", "C", "O", "O", "O", "F", "H", "H"], "positions_angstrom": [[2.9711, -0.3163, 0.3471], [-0.7363, 0.5073, 0.3504], [1.9218, 0.6480, 0.4149], [2.0934, -0.4336, -0.7114], [3.8136, -1.0889, 0.7518], [-1.5518, 0.0115, 1.1046], [2.2742, 1.9109, -0.1078], [-0.2595, 1.5388, 0.4420], [-0.3716, -0.1210, -0.5535]], "atomic_forces_ev_per_a": [[-0.6, -1.9, -1.1], [0.7, -0.6, -0.9], [-0.4, 0.5, 0.6], [1.2, 0.3, 0.8], [-0.2, 1.1, -0.2], [0.4, 0.7, -0.2], [0.3, -0.2, -0.2], [-1.0, -1.0, 0.0], [-0.3, 1.1, 1.1]], "gap_ev": 7.76, "charge": -1, "e_above_lowest_kcal_mol": 100.0, "multiplicity": 1, "homo_ev": -3.58}


{"formula": "C6H8S", "method": "the ωB97M-V functional and the def2-TZVPD basis", "symbols": ["C", "C", "C", "C", "C", "C", "S", "H", "H", "H", "H", "H", "H", "H", "H"], "positions_angstrom": [[-0.1157, 0.9186, -0.4187], [-0.9970, 1.5591, -1.1296], [1.4343, -0.2880, 0.5894], [-0.8712, -1.0130, 0.7498], [0.0070, 0.2284, 0.8891], [1.0920, -0.6342, -0.8624], [-0.3316, -1.6882, -0.9011], [-0.9268, 1.3996, -2.1281], [-1.6710, 2.3102, -0.6745], [2.0935, 0.5315, 0.5627], [1.7287, -1.1261, 1.2604], [-0.6983, -1.6492, 1.6462], [-1.9849, -0.7851, 0.5118], [-0.4212, 0.7784, 1.7157], [1.6623, -0.5420, -1.8107]], "atomic_forces_ev_per_a": [[1.7, -3.1, -0.9], [0.0, 1.6, 2.7], [-0.6, -1.3, 0.7], [-1.6, 0.0, -1.1], [-0.5, 0.3, -0.7], [-2.9, 3.5, -0.1], [0.3, -1.6, 0.6], [-0.2, 0.1, -3.1], [0.1, -0.7, -0.4], [1.2, 0.8, 0.4], [0.3, 0.5, -0.5], [-0.4, 0.0, -0.9], [1.8, -0.2, 1.1], [0.9, 0.3, 0.9], [0.0, -0.2, 1.2]], "gap_ev": 8.35, "charge": 0, "e_above_lowest_kcal_mol": 85.0, "multiplicity": 1, "homo_ev": -7.42}


{"formula": "C15H22AuBFN6", "method": "the ωB97M-V functional and the def2-TZVPD basis", "symbols": ["Au", "C", "C", "C", "C", "C", "N", "N", "B", "N", "N", "C", "C", "C", "C", "C", "N", "N", "C", "C", "C", "C", "C", "H", "H", "H", "H", "H", "H", "H", "H", "H", "H", "H", "H", "H", "H", "H", "H", "H", "H", "H", "H", "H", "H", "F"], "positions_angstrom": [[0.0068, -0.1379, -0.0871], [3.2126, 0.7476, -1.5590], [2.6614, 1.6945, -0.5707], [3.1459, 2.9329, -0.1355], [2.2292, 3.4031, 0.7987], [2.2734, 4.6673, 1.5629], [1.2573, 2.4727, 0.9221], [1.5507, 1.4499, 0.1170], [0.0016, 2.4453, 1.8226], [-1.2512, 2.4733, 0.9197], [-1.5388, 1.4531, 0.1079], [-2.6584, 1.6893, -0.5679], [-3.2235, 0.7507, -1.5537], [-3.1449, 2.9289, -0.1267], [-2.2273, 3.3999, 0.7997], [-2.2763, 4.6655, 1.5657], [-0.0004, 1.1156, 2.5908], [-0.0029, -0.0742, 1.9624], [-0.0018, -1.0516, 2.8693], [-0.0013, -2.4820, 2.4960], [-0.0007, -0.4633, 4.1360], [-0.0001, 0.9059, 3.9221], [-0.0003, 1.9936, 4.9270], [4.1631, 1.1024, -1.9475], [2.5132, 0.6312, -2.3861], [3.3509, -0.2363, -1.1100], [4.0440, 3.4211, -0.4551], [3.1603, 5.2249, 1.2741], [2.3231, 4.4753, 2.6334], [1.3891, 5.2718, 1.3710], [0.0003, 3.3527, 2.5630], [-2.5679, -0.1096, -1.6723], [-3.3262, 1.2407, -2.5208], [-4.2143, 0.4131, -1.2489], [-4.0460, 3.4124, -0.4449], [-3.1652, 5.2197, 1.2769], [-1.3958, 5.2743, 1.3726], [-2.3256, 4.4719, 2.6355], [-0.0020, -2.6013, 1.4131], [-0.8774, -2.9791, 2.9069], [0.8754, -2.9789, 2.9065], [-0.0008, -0.9691, 5.0776], [-0.0003, 1.5661, 5.9244], [-0.8791, 2.6237, 4.8108], [0.8787, 2.6235, 4.8120], [0.0353, -0.5154, -1.9980]], "atomic_forces_ev_per_a": [[0.1, 0.6, 0.8], [-0.1, -0.3, -0.2], [0.3, 0.4, 0.4], [-0.5, -0.1, 0.1], [0.3, -0.5, -0.4], [-0.1, 0.1, 0.2], [0.1, 0.7, 0.6], [-0.1, -1.1, -0.8], [0.0, -0.2, -0.6], [-0.1, 0.6, 0.6], [0.0, -1.1, -0.8], [-0.2, 0.5, 0.4], [-0.1, -0.2, -0.2], [0.4, -0.2, 0.0], [-0.3, -0.4, -0.3], [0.1, 0.1, 0.2], [0.0, 0.4, 0.5], [0.0, 0.1, -0.9], [0.0, 0.0, 0.2], [0.0, -0.2, 0.0], [0.0, 0.1, -0.6], [0.0, -0.4, -0.2], [0.0, 0.2, -0.1], [0.0, 0.0, 0.0], [0.0, 0.0, -0.1], [0.1, 0.0, 0.0], [0.2, 0.1, -0.1], [0.0, 0.1, 0.0], [0.0, 0.0, 0.1], [0.0, 0.1, 0.0], [0.0, 0.3, 0.2], [0.0, -0.1, -0.1], [0.0, 0.0, 0.0], [0.0, 0.0, 0.0], [-0.2, 0.1, -0.1], [0.0, 0.1, 0.0], [0.0, 0.1, 0.0], [0.0, 0.0, 0.1], [0.0, -0.1, 0.0], [-0.1, 0.0, -0.1], [0.1, 0.0, -0.1], [0.0, -0.1, 0.2], [0.0, 0.0, 0.1], [-0.1, 0.1, 0.1], [0.1, 0.1, 0.1], [0.0, 0.5, 0.8]], "gap_ev": [5.90, 5.90], "charge": 1, "e_above_lowest_kcal_mol": 14.2, "multiplicity": 1, "homo_ev": [-12.40, -12.40]}


{"formula": "CHFNO2", "method": "the ωB97M-V functional and the def2-TZVPD basis", "symbols": ["C", "N", "O", "O", "F", "H"], "positions_angstrom": [[1.5328, 0.2283, 0.2387], [-1.7314, -0.7491, 0.0348], [2.2086, -0.5259, -0.4022], [0.9247, 1.0574, 0.7850], [-1.7438, 0.7212, 0.2020], [-1.1909, -0.7318, -0.8583]], "atomic_forces_ev_per_a": [[0.5, -0.6, -1.5], [0.8, -0.8, -0.7], [-1.6, 1.7, 1.8], [1.0, -1.0, -0.3], [-0.3, 1.1, 0.3], [-0.4, -0.4, 0.4]], "gap_ev": 4.81, "charge": -1, "e_above_lowest_kcal_mol": 27.5, "multiplicity": 1, "homo_ev": -1.21}